# 1
C9H40N14O12 | ωB97M-V with the def2-TZVPD basis set

Each line ends with the Mulliken charge.
Positions of all 75 atoms, in Å:
1 N 2.03 -3.65 3.45  -0.431
2 C 1.55 -3.06 2.31  0.567
3 N 2.03 -1.83 2.08  -0.121
4 O 0.72 -3.65 1.61  -0.695
5 H 2.80 -3.26 3.96  0.177
6 H 1.69 -4.58 3.61  0.223
7 H 2.70 -1.42 2.70  0.219
8 H 1.46 -1.24 1.48  0.204
9 N -3.55 -3.25 -0.09  -0.351
10 C -3.07 -2.18 0.59  0.467
11 N -1.76 -2.28 0.86  0.052
12 O -3.81 -1.25 0.93  -0.721
13 H -2.94 -3.91 -0.53  0.118
14 H -4.53 -3.37 -0.28  0.231
15 H -1.37 -1.57 1.47  0.061
16 H -1.19 -3.05 0.55  0.186
17 N -2.83 -1.58 4.09  -0.534
18 C -1.49 -1.33 3.98  0.679
19 N -0.73 -1.86 4.95  -0.389
20 O -1.02 -0.68 3.04  -0.767
21 H -3.28 -1.66 3.18  0.169
22 H -3.09 -2.30 4.74  0.230
23 H -1.19 -2.34 5.70  0.166
24 H 0.23 -1.56 5.04  0.229
25 N -1.28 -0.08 -3.89  -0.137
26 C -1.37 0.22 -5.21  0.533
27 N -0.43 1.08 -5.67  -0.276
28 O -2.38 -0.07 -5.88  -0.713
29 H -2.00 -0.66 -3.49  0.157
30 H -0.40 0.12 -3.40  0.195
31 H 0.46 1.18 -5.22  0.197
32 H -0.61 1.49 -6.56  0.190
33 N -0.79 -4.97 -3.35  -0.452
34 C -0.78 -3.65 -3.07  0.764
35 N 0.35 -2.99 -3.37  -0.309
36 O -1.83 -3.06 -2.76  -0.628
37 H -1.67 -5.40 -3.12  0.248
38 H 0.03 -5.33 -3.79  0.151
39 H 1.10 -3.53 -3.77  0.154
40 H 0.33 -1.99 -3.27  0.163
41 N 0.31 -0.09 0.12  0.614
42 C 1.07 0.40 -0.89  0.267
43 N 1.94 1.36 -0.50  0.022
44 O 0.85 0.11 -2.08  -0.994
45 H -0.45 -0.69 -0.16  -0.068
46 H 0.20 0.40 0.99  -0.168
47 H 2.01 1.53 0.49  0.063
48 H 2.44 1.85 -1.22  0.269
49 N 2.72 3.05 2.54  -0.328
50 C 3.56 2.11 2.03  0.359
51 N 4.55 2.46 1.19  -0.413
52 O 3.40 0.92 2.36  -0.639
53 H 2.71 3.91 2.02  0.250
54 H 1.98 2.57 3.02  0.165
55 H 5.18 1.73 0.89  0.249
56 H 4.99 3.36 1.31  0.209
57 O -3.25 4.49 -0.44  -0.529
58 C -2.38 4.35 0.70  -0.468
59 C -1.21 3.52 0.26  -0.093
60 O -0.05 3.76 1.02  -0.526
61 H -3.99 5.00 -0.12  0.292
62 H -2.12 5.34 1.09  0.299
63 H -3.06 3.94 1.46  0.259
64 H -0.98 3.68 -0.80  0.348
65 H -1.44 2.45 0.27  0.026
66 H -0.07 3.22 1.83  0.390
67 O 0.13 1.78 2.85  -0.538
68 H 0.46 1.72 3.75  0.255
69 H -0.51 1.05 2.78  0.217
70 O 1.75 3.92 -2.74  -0.622
71 H 1.97 3.10 -3.23  0.417
72 H 2.08 4.63 -3.30  0.278
73 O 2.25 1.51 -3.90  -0.760
74 H 1.74 0.98 -3.24  0.369
75 H 3.12 1.09 -3.94  0.323

structure (SMILES) = NC(N)=O.NC(N)=O.NC(N)=O.NC(N)=O.NC(N)=O.NC(N)=O.NC(N)=O.OCCO.O.O.O
frontier orbital gap = 8.5 eV

---

# 2
C9H40N18O11 | ωB97M-V with the def2-TZVPD basis set

Each line ends with the Mulliken charge.
Positions of all 78 atoms, in Å:
1 N 2.27 -3.29 1.10  -0.189
2 C 2.12 -3.70 2.32  0.606
3 N 3.03 -4.57 2.72  -0.397
4 O 1.23 -3.19 2.97  -0.605
5 H 1.50 -2.74 0.77  -0.032
6 H 2.81 -3.84 0.45  0.204
7 H 3.55 -5.08 2.02  0.160
8 H 3.02 -4.87 3.69  0.261
9 N 0.89 5.32 0.32  -0.415
10 C 1.18 4.36 -0.52  0.609
11 N 2.36 3.81 -0.27  -0.275
12 O 0.52 3.99 -1.51  -0.801
13 H 0.34 6.09 -0.03  0.266
14 H 1.57 5.68 0.98  0.162
15 H 2.45 3.00 -0.87  0.292
16 H 2.89 4.15 0.52  0.123
17 N -1.98 -0.59 0.20  0.083
18 C -0.70 -0.18 0.20  -0.091
19 N -0.53 1.11 0.10  1.291
20 O 0.21 -0.92 0.40  -0.437
21 H -2.22 -1.56 0.16  0.178
22 H -2.61 0.16 -0.06  0.070
23 H -1.35 1.62 -0.19  -0.386
24 H 0.35 1.51 0.41  -0.501
25 N 4.35 -0.09 -2.21  -0.453
26 C 3.18 0.22 -1.78  0.583
27 N 2.63 -0.79 -1.14  0.398
28 O 2.64 1.26 -1.86  -0.712
29 H 4.88 0.75 -2.39  0.265
30 H 4.81 -0.97 -2.05  0.149
31 H 3.03 -1.71 -1.26  0.129
32 H 1.71 -0.70 -0.74  -0.370
33 N -1.94 -4.40 -1.92  -0.316
34 C -2.32 -4.45 -0.70  0.650
35 N -2.69 -5.62 -0.46  -0.455
36 O -2.52 -3.58 0.11  -0.803
37 H -2.04 -5.20 -2.54  0.148
38 H -1.77 -3.48 -2.28  0.216
39 H -3.03 -5.79 0.47  0.262
40 H -2.65 -6.37 -1.13  0.123
41 N -1.43 4.65 3.66  -0.399
42 C -2.20 3.88 2.94  0.670
43 N -1.73 3.76 1.79  0.180
44 O -3.27 3.45 3.33  -0.841
45 H -0.65 5.15 3.27  0.153
46 H -1.94 4.91 4.50  0.244
47 H -0.84 4.16 1.54  -0.002
48 H -2.24 3.26 1.07  0.112
49 N 2.76 -0.12 1.60  -0.050
50 C 2.77 1.14 2.06  0.561
51 N 4.00 1.54 2.33  -0.409
52 O 1.78 1.85 2.15  -0.642
53 H 1.87 -0.48 1.30  -0.105
54 H 3.65 -0.54 1.38  0.204
55 H 4.79 0.96 2.06  0.142
56 H 4.11 2.49 2.64  0.250
57 N 0.80 -2.10 -4.40  -0.467
58 C 0.15 -2.04 -3.26  0.746
59 N 0.69 -2.82 -2.38  -0.219
60 O -0.83 -1.32 -3.07  -0.644
61 H 0.60 -1.43 -5.13  0.249
62 H 1.48 -2.79 -4.66  0.137
63 H 1.50 -3.41 -2.47  0.185
64 H 0.11 -2.92 -1.55  -0.060
65 N -2.21 3.14 -2.41  -0.220
66 C -3.09 2.52 -1.73  0.629
67 N -4.13 2.19 -2.39  -0.398
68 O -2.92 2.44 -0.53  -0.897
69 H -1.34 3.43 -1.97  0.219
70 H -2.31 3.35 -3.39  0.179
71 H -3.99 2.43 -3.37  0.141
72 H -4.89 1.58 -2.15  0.250
73 O -3.21 0.67 2.98  -0.667
74 H -2.30 0.61 2.70  0.241
75 H -3.36 1.60 3.14  0.447
76 O -4.51 -3.46 1.87  -0.647
77 H -5.17 -3.65 1.20  0.271
78 H -3.69 -3.38 1.38  0.468

structure (SMILES) = NC(N)=O.NC(N)=O.NC(N)=O.NC(N)=O.NC(N)=O.NC(N)=O.NC(N)=O.NC(N)=O.NC(N)=O.O.O
frontier orbital gap = 8.2 eV

---

# 3
C9H44N18O13 | ωB97M-V with the def2-TZVPD basis set

Each line ends with the Mulliken charge.
Positions of all 84 atoms, in Å:
1 O 16.77 -18.55 9.63  -0.897
2 H 16.01 -19.10 9.42  0.550
3 H 17.28 -18.52 8.82  0.334
4 O 17.71 -21.64 13.91  -1.153
5 H 16.98 -22.26 13.88  0.679
6 H 17.46 -20.95 13.29  0.860
7 O 19.97 -19.70 9.26  -0.661
8 H 19.58 -18.98 9.76  -0.456
9 H 19.24 -20.12 8.82  0.524
10 O 17.21 -16.56 9.91  -0.902
11 H 17.19 -17.44 9.54  0.861
12 H 17.85 -16.61 10.62  -0.450
13 C 13.97 -19.24 9.13  0.307
14 O 15.18 -19.32 9.10  -0.684
15 N 13.34 -19.02 10.23  -0.192
16 N 13.12 -19.39 8.12  -0.389
17 H 13.89 -18.87 11.06  -0.085
18 H 12.37 -18.75 10.27  0.339
19 H 12.13 -19.31 8.31  0.162
20 H 13.41 -19.91 7.30  0.290
21 C 16.87 -19.62 12.23  -5.261
22 O 16.94 -20.03 13.38  -0.222
23 N 17.96 -19.24 11.65  0.665
24 N 15.79 -19.45 11.56  0.537
25 H 18.78 -18.99 12.18  -0.568
26 H 17.93 -18.88 10.71  0.235
27 H 15.01 -19.41 12.19  0.509
28 H 15.81 -19.16 10.59  0.815
29 C 19.77 -17.16 10.10  1.046
30 O 19.13 -18.17 9.97  -0.737
31 N 20.85 -17.09 10.82  -0.427
32 N 19.65 -16.07 9.37  -0.269
33 H 21.33 -16.20 10.83  0.288
34 H 20.81 -17.75 11.58  -0.465
35 H 20.40 -15.40 9.42  0.208
36 H 19.01 -16.09 8.59  0.279
37 C 21.56 -19.42 11.37  0.670
38 O 22.47 -19.73 12.08  -0.776
39 N 20.32 -19.52 11.68  0.503
40 N 21.82 -19.06 10.11  -0.203
41 H 19.74 -19.59 10.85  0.252
42 H 20.01 -19.71 12.62  0.451
43 H 22.78 -18.87 9.85  0.350
44 H 21.11 -18.47 9.72  0.166
45 C 15.03 -22.04 13.23  0.640
46 O 15.92 -22.62 13.82  -0.748
47 N 13.77 -22.39 13.18  -0.374
48 N 15.30 -21.03 12.51  0.115
49 H 13.02 -21.76 12.95  0.094
50 H 13.53 -23.30 13.56  0.298
51 H 14.67 -20.61 11.84  0.245
52 H 16.27 -20.86 12.28  1.086
53 C 16.38 -16.22 12.56  0.064
54 O 15.41 -15.54 12.30  -0.901
55 N 17.62 -15.89 12.31  -0.722
56 N 16.37 -17.45 13.01  0.720
57 H 18.28 -16.55 12.69  1.259
58 H 17.93 -15.08 11.79  0.307
59 H 17.17 -18.06 13.10  0.624
60 H 15.47 -17.83 13.27  0.146
61 C 13.61 -17.84 12.61  -0.697
62 O 14.68 -18.45 12.73  -0.173
63 N 12.41 -18.30 12.88  -0.349
64 N 13.51 -16.58 12.22  -0.127
65 H 12.39 -19.27 13.15  0.207
66 H 11.65 -17.65 12.99  0.180
67 H 14.27 -15.95 12.01  0.230
68 H 12.51 -16.42 12.18  0.086
69 C 15.76 -18.53 15.33  0.194
70 O 16.98 -18.50 15.65  -0.774
71 N 14.80 -17.71 15.80  -0.311
72 N 15.21 -19.41 14.46  -0.792
73 H 15.04 -16.76 16.07  0.245
74 H 13.83 -17.87 15.59  0.201
75 H 14.36 -19.10 14.02  0.380
76 H 15.86 -19.92 13.88  1.761
77 C 19.44 -17.90 13.51  -0.936
78 O 18.61 -17.51 12.77  -0.590
79 N 20.70 -17.56 13.40  -0.054
80 N 19.20 -18.77 14.46  -0.052
81 H 21.30 -17.93 14.13  0.370
82 H 20.82 -16.70 12.89  0.338
83 H 18.22 -18.96 14.63  0.416
84 H 20.03 -19.24 14.78  0.310

frontier orbital gap = 5.9 eV

---

# 4
C9H4Cl2N2O3RhTm | ωB97M-V with the def2-TZVPD basis set

Each line ends with the Mulliken charge.
Positions of all 22 atoms, in Å:
1 Tm 0.03 -1.43 -2.87  1.365
2 Rh -0.86 -0.78 -0.67  0.489
3 Cl -0.23 1.02 -2.14  -0.328
4 Cl 1.07 -3.56 -2.75  -0.235
5 C -0.64 -2.37 0.17  0.442
6 C -0.36 -0.94 -5.77  0.541
7 C -0.06 -2.22 -5.38  0.255
8 O -0.68 -3.28 0.92  -0.082
9 O -0.54 -0.15 -6.64  0.145
10 O 0.33 -3.19 -5.98  0.143
11 N 0.75 3.65 5.15  -0.115
12 C 0.56 2.84 4.33  -0.494
13 C 0.29 1.90 3.26  0.754
14 C 1.38 1.34 2.59  -0.292
15 C 1.11 0.50 1.50  -0.292
16 N -0.15 0.24 1.13  -0.142
17 C -1.20 0.76 1.77  0.092
18 C -1.03 1.59 2.89  -0.418
19 H 2.43 1.52 2.87  0.546
20 H 1.88 0.07 0.85  0.514
21 H -2.18 0.51 1.36  0.559
22 H -1.90 2.00 3.40  0.555

<S²> = 12.049
total charge = +4
multiplicity = 7
frontier orbital gap (alpha / beta) = 4.0 / 4.2 eV